1.
{"formula": "CH3NOP2S", "method": "ωB97M-V/def2-TZVPD", "elements": ["C", "N", "O", "P", "P", "S", "H", "H", "H"], "xyz": [[-1.197119, -0.132216, -0.772986], [-1.541252, 0.200802, 0.392611], [1.260716, 0.776900, -0.329733], [0.515975, -0.164188, -1.513695], [1.308543, 1.130868, 1.251608], [-0.822658, 1.037251, 1.617398], [-1.828791, -0.660892, -1.526264], [0.452354, -1.957018, -0.779910], [1.852233, -0.231507, 1.660971]], "forces_ev_per_a": [[1.434, -0.748, -0.880], [-1.320, -0.119, -0.919], [0.201, -0.483, -2.112], [-0.218, -1.752, 3.185], [0.209, -1.469, 0.578], [0.735, -0.050, 0.406], [-0.536, 0.454, 1.099], [0.428, 2.930, -1.199], [-0.932, 1.237, -0.159]], "spin_multiplicity": 1, "charge": 0, "orbital_gap_ev": 8.184}

***

2.
{"formula": "CH3NOS", "method": "ωB97M-V/def2-TZVPD", "elements": ["C", "N", "O", "S", "H", "H", "H"], "xyz": [[0.232169, 0.371997, -0.593774], [-0.283396, -0.387393, 0.527312], [-1.037736, -1.330407, 0.268193], [0.257899, -0.017541, 2.052092], [0.698485, 1.198789, -0.075909], [-0.665987, 0.582161, -1.084483], [0.798565, -0.417606, -1.093431]], "forces_ev_per_a": [[0.318, -0.946, 1.227], [-0.598, -1.881, 2.411], [0.591, 1.001, 0.070], [-0.432, -0.178, -0.750], [0.617, 0.269, -1.005], [-0.961, 0.849, -1.489], [0.465, 0.885, -0.464]], "smiles": "C[N+]([O-])=S", "spin_multiplicity": 1, "charge": 0, "orbital_gap_ev": 8.340}

***

3.
{"formula": "CH3NOS", "method": "ωB97M-V/def2-TZVPD", "elements": ["C", "N", "O", "S", "H", "H", "H"], "xyz": [[0.926257, 0.031882, -0.126864], [-2.168340, 0.914223, -0.479657], [-1.429222, -1.069286, 0.972234], [-1.141701, 0.027060, 0.013435], [1.377111, 0.009057, -1.192898], [1.091164, 0.979377, 0.483214], [1.344729, -0.892313, 0.330537]], "forces_ev_per_a": [[-0.187, 0.464, -0.478], [1.210, 0.583, -0.761], [1.400, 1.074, -1.228], [-0.088, -2.201, 1.734], [-1.471, 0.710, 1.578], [0.138, -1.357, -1.070], [-1.004, 0.727, 0.225]], "smiles": "CS(#N)=O", "spin_multiplicity": 1, "charge": 0, "orbital_gap_ev": 9.650}

***

4.
{"formula": "CH3NOS", "method": "ωB97M-V/def2-TZVPD", "elements": ["C", "H", "H", "H", "N", "O", "S"], "xyz": [[0.992432, -0.256545, -0.216028], [-1.867223, -0.654979, 1.088610], [-0.015127, 1.585311, 0.048854], [0.575569, -1.267626, -0.467561], [-0.120603, 0.563687, -0.159106], [2.146337, 0.045087, -0.082795], [-1.711383, -0.014934, -0.211977]], "forces_ev_per_a": [[-0.988, -0.785, -0.593], [0.395, 1.108, -1.738], [0.091, -1.512, -0.156], [0.777, 0.101, 0.205], [0.182, 1.930, 0.690], [-0.415, 0.206, 0.085], [-0.042, -1.049, 1.506]], "smiles": "O=CNS", "spin_multiplicity": 1, "charge": 0, "orbital_gap_ev": 10.603}

***

5.
{"formula": "CH3NP2", "method": "ωB97M-V/def2-TZVPD", "elements": ["C", "N", "P", "P", "H", "H", "H"], "xyz": [[-1.485252, 0.330974, -2.568886], [-2.109561, 0.754900, -3.440367], [-0.664267, -0.154744, -0.975603], [0.662940, -1.312188, 1.621448], [0.597970, -0.399331, -1.728409], [-0.837374, -1.474178, -1.496800], [1.646071, -0.494705, 0.865997]], "forces_ev_per_a": [[-0.020, 0.658, 0.747], [0.232, -0.253, 0.108], [0.850, -1.092, -2.823], [0.802, 0.608, -0.527], [-0.697, 0.885, 0.909], [-0.462, -0.164, 0.939], [-0.704, -0.643, 0.647]], "spin_multiplicity": 1, "charge": 0, "orbital_gap_ev": [7.126, 7.231]}

***

6.
{"formula": "CH3NP2", "method": "ωB97M-V/def2-TZVPD", "elements": ["C", "N", "P", "P", "H", "H", "H"], "xyz": [[-1.792202, 0.130627, -0.145524], [-2.930431, 0.048425, -0.185208], [0.091288, -0.123929, 0.151248], [2.348011, 0.532147, -0.097701], [-0.140051, -1.457945, 0.304385], [0.025383, 0.107631, 1.504620], [2.398000, 0.763045, -1.531823]], "forces_ev_per_a": [[2.865, 0.058, 0.252], [-0.961, 0.099, -0.176], [0.035, 0.880, -0.265], [-1.676, 0.137, -0.655], [0.055, -1.090, -0.425], [-0.111, 0.326, 0.637], [-0.207, -0.410, 0.632]], "smiles": "N#C[PH2]=P", "spin_multiplicity": 1, "charge": 0, "orbital_gap_ev": 6.833}